No. 1
19
Properties=species:S:1:pos:R:3:forces:R:3:mulliken_charge:R:1 method="wB97M-V/def2-TZVPD" relative_energy_kj_mol=274.10 smiles="C/C=C(/O)CCO.[H][H]" homo_energy_ev=-7.687 e_lumo_ha=0.020 orbital_gap_ev=8.235
C 2.59447 -1.01276 0.35107 -0.031 -0.093 -0.095 -1.13
C 1.70444 0.19310 0.45020 -0.174 0.150 0.312 -0.34
C 0.37198 0.34290 0.46220 0.428 -0.016 -0.125 0.39
O -0.09944 1.40327 1.16773 -0.169 0.402 -0.185 -0.60
C -0.62372 -0.55111 -0.26389 0.142 -0.288 0.219 -0.62
C -2.15815 -0.30406 -0.17666 0.067 -0.361 -0.032 -0.38
O -2.52902 0.97412 0.35761 -0.167 0.014 0.128 -0.57
H 3.53492 -0.79857 -0.17060 -0.229 -0.028 -0.050 0.30
H 2.87668 -1.27038 1.38355 0.018 -0.091 -0.237 0.26
H 2.15118 -1.91069 -0.09050 -0.072 0.209 -0.053 0.36
H 0.46430 1.57226 -2.35744 -0.046 0.026 0.001 0.24
H 2.20489 1.07740 0.83257 0.059 -0.085 0.304 0.34
H -0.39674 -1.53614 0.16060 -0.336 -0.126 -0.351 0.35
H -1.05665 1.47806 1.02395 0.020 0.123 -0.112 0.46
H -0.35415 -0.57987 -1.32682 0.062 -0.007 0.348 0.27
H -0.17387 1.52423 -1.98108 0.035 0.111 -0.107 -0.25
H -2.61074 -1.09379 0.42955 0.023 0.104 0.001 0.37
H -2.60172 -0.37034 -1.17918 0.225 -0.095 0.167 0.23
H -3.29866 0.86238 0.92714 0.143 0.051 -0.134 0.31

---

No. 2
19
Properties=species:S:1:pos:R:3:forces:R:3:mulliken_charge:R:1 method="wB97M-V/def2-TZVPD" relative_energy_kj_mol=103.62 smiles=CO[C@@H](C)CCO homo_energy_ev=-9.888 e_lumo_ha=0.036 orbital_gap_ev=10.862
C -1.70968 -0.36572 1.47527 -0.217 0.015 0.108 -0.80
O -0.41052 -0.43549 0.93483 0.046 -0.021 -0.014 -0.40
C -0.18163 0.41916 -0.18646 0.043 0.125 -0.193 0.62
C -0.39821 1.89045 0.16487 -0.011 0.042 0.030 -1.53
C 1.24155 0.13329 -0.66022 -0.004 0.019 0.024 -0.77
C 1.41864 -1.26124 -1.25793 0.086 0.284 -0.300 -0.50
O 1.28568 -2.29737 -0.31368 -0.185 -0.059 0.180 -0.56
H -2.47652 -0.58750 0.71763 0.114 0.024 0.075 0.34
H -1.91695 0.62161 1.90830 0.023 -0.154 -0.058 0.28
H -1.76495 -1.11214 2.27084 -0.016 0.089 -0.129 0.26
H -0.88743 0.13403 -0.98832 0.088 0.025 0.100 0.28
H 0.06444 2.11825 1.13119 -0.008 -0.025 -0.124 0.34
H -1.45992 2.15056 0.21774 0.151 -0.047 0.034 0.38
H 0.05852 2.53288 -0.59411 -0.073 -0.110 0.076 0.42
H 1.92584 0.25922 0.18852 -0.072 0.007 -0.097 0.29
H 1.51110 0.87901 -1.41841 -0.047 -0.120 0.076 0.34
H 0.70107 -1.38304 -2.09017 0.086 -0.027 0.156 0.26
H 2.42259 -1.35061 -1.68880 -0.139 0.012 0.066 0.33
H 0.56235 -2.03697 0.27714 0.135 -0.078 -0.012 0.41

---

No. 3
19
Properties=species:S:1:pos:R:3:forces:R:3:mulliken_charge:R:1 method="wB97M-V/def2-TZVPD" relative_energy_kj_mol=378.32 homo_energy_ev=-8.176 e_lumo_ha=0.029 orbital_gap_ev=8.964
C -1.30431 -0.51627 1.41820 -0.164 -0.002 0.140 -0.81
O -0.11468 -0.33177 0.67109 0.056 -0.065 -0.056 -0.54
C -0.22913 0.56116 -0.44848 -0.003 0.168 -0.144 0.72
C -0.70332 1.94695 -0.03009 -0.036 0.032 0.023 -1.50
C 1.14827 0.61032 -1.09092 0.005 -0.001 -0.020 -1.31
C 1.86187 -2.88837 -0.38773 -0.288 0.314 0.169 -0.26
O 0.57293 -2.69433 -0.47930 0.194 -0.142 0.026 -0.30
H -1.56575 0.38594 1.98242 0.035 -0.142 -0.080 0.30
H -1.11071 -1.32714 2.12391 -0.052 0.099 -0.106 0.28
H -2.14731 -0.79263 0.76854 0.118 0.036 0.070 0.35
H -0.95868 0.12571 -1.15196 0.090 0.055 0.083 0.22
H -0.03607 2.36552 0.73178 -0.075 -0.065 -0.102 0.34
H -1.72469 1.93687 0.36242 0.154 0.007 -0.058 0.40
H -0.69278 2.61002 -0.90103 0.003 -0.096 0.128 0.43
H 1.88599 0.95477 -0.35805 -0.109 -0.032 -0.107 0.31
H 1.14743 1.30249 -1.93805 -0.022 -0.088 0.114 0.42
H 1.45469 -0.37258 -1.45817 -0.044 0.159 0.047 0.29
H 2.25301 -2.00954 0.21147 0.005 -0.218 -0.117 0.13
H 0.26323 -1.86715 -0.02603 0.133 -0.018 -0.008 0.53

---

No. 4
19
Properties=species:S:1:pos:R:3:forces:R:3:mulliken_charge:R:1 method="wB97M-V/def2-TZVPD" relative_energy_kj_mol=382.07 smiles="C=C/C=C/C.O.O" homo_energy_ev=-8.451 e_lumo_ha=0.014 orbital_gap_ev=8.839
C 0.27420 2.44297 -1.69114 -0.427 -1.076 -0.241 -0.65
C -0.95709 1.83313 -1.88683 2.531 1.438 2.978 -0.39
C -1.00398 0.42661 -1.63111 4.545 -1.557 -0.424 -0.04
C -1.82338 -0.53597 -1.29110 -2.030 -0.606 -0.143 -0.08
C -1.58478 -2.01814 -1.69800 -0.669 0.437 0.900 -0.85
H 0.37373 3.40998 -2.09929 -0.030 1.472 0.285 0.29
H 1.27318 2.07558 -1.22802 -2.036 -0.221 -1.325 0.23
H -1.81925 2.48963 -1.78177 -0.119 -0.158 -1.153 0.33
H 0.12383 0.02111 -1.74702 -2.497 0.565 -0.508 0.09
H -2.77781 -0.22877 -0.79234 0.388 -0.680 -0.881 0.31
H -1.25870 -2.52258 -0.72682 -0.469 -0.060 -1.534 0.21
H -0.76867 -2.10519 -2.52351 -1.661 0.092 1.547 0.29
H -2.65493 -2.39572 -2.03252 2.494 0.346 0.537 0.27
H 3.37642 -0.82998 4.47663 -1.264 -0.417 -0.115 0.32
H 3.90407 0.43583 5.26226 0.267 -1.830 -1.369 0.33
O 4.15341 -0.33727 4.66176 0.969 2.265 1.457 -0.65
H 0.21267 -0.01365 1.94025 -0.614 1.270 -1.892 0.31
H 0.50789 -1.52749 2.19536 -0.191 1.592 0.335 0.32
O 0.44918 -0.62007 2.59321 0.812 -2.872 1.545 -0.64

---

No. 5
19
Properties=species:S:1:pos:R:3:forces:R:3:mulliken_charge:R:1 method="wB97M-V/def2-TZVPD" relative_energy_kj_mol=387.16 homo_energy_ev=-9.183 e_lumo_ha=0.027 orbital_gap_ev=9.927
C -0.99047 -1.78675 -0.85321 0.714 0.290 0.003 -1.37
C -0.47707 -0.29773 -0.72887 0.685 0.780 0.106 0.16
C -0.76738 0.28829 0.61553 -0.361 0.331 -0.100 0.16
O -0.18677 -0.61480 1.54108 -0.102 0.198 0.372 -0.56
C -0.10531 1.66003 0.56409 -0.275 0.299 0.312 -0.84
C 1.32638 1.32853 0.24961 -0.532 -0.068 -0.107 -0.28
O 1.12419 0.37978 -0.80865 -1.595 -0.436 -0.293 -0.44
H -1.06191 -2.15451 -1.88475 0.404 0.304 0.197 0.37
H -0.44344 -2.50770 -0.24986 0.164 0.164 -0.066 0.35
H -2.04044 -1.82550 -0.47497 0.714 0.559 -0.103 0.36
H -0.94321 0.25266 -1.54695 0.206 0.170 0.228 0.27
H 1.95042 -1.71612 -1.02109 0.495 0.053 0.379 0.19
H -1.84561 0.38704 0.78353 -0.068 -0.075 -0.031 0.37
H -0.08205 -0.17613 2.39143 -0.057 -0.010 0.011 0.32
H -0.28564 2.28131 1.43671 0.036 0.046 0.224 0.37
H -0.49241 2.16462 -0.33046 -0.197 0.117 0.368 0.30
H 1.87266 0.95664 1.14229 -0.250 -0.392 -0.582 0.22
H 1.89387 2.21694 -0.08952 -0.312 -0.560 -0.338 0.33
H 1.92639 -0.97768 -0.74417 0.330 -1.768 -0.581 -0.28

---

No. 6
20
Properties=species:S:1:pos:R:3:forces:R:3:mulliken_charge:R:1 method="wB97M-V/def2-TZVPD" relative_energy_kj_mol=1334.81 homo_energy_ev=-8.499 e_lumo_ha=-0.197 orbital_gap_ev=3.130
C 1.25404 -2.81919 -0.44252 -1.473 -0.928 0.422 -0.53
C 1.78810 -1.71792 0.18734 4.601 -2.741 -0.331 0.02
C 1.41052 -0.96460 1.32110 -2.587 2.481 -2.373 -0.43
C 0.51191 -0.23098 0.55544 -4.290 -0.944 2.612 0.52
O -1.36235 2.78942 2.16663 1.293 -0.331 -0.033 -0.57
C -0.03457 1.08187 0.88031 2.905 1.605 -4.210 -1.20
H 1.76601 -3.57068 -1.09891 -0.042 1.637 0.382 0.28
H 0.20174 -3.21262 -0.20995 1.568 0.997 0.007 0.26
H 2.84994 -1.38385 -0.00716 -0.765 -1.212 -0.453 0.26
H 1.92984 -0.41391 2.08784 0.747 -0.677 0.254 0.37
H -1.83020 3.54114 2.50563 -1.161 0.580 0.235 0.25
H -0.82000 1.03360 1.53635 -2.493 -0.598 1.974 0.37
H -0.40961 1.55192 -0.07378 0.244 -0.428 1.126 0.29
H 0.69129 1.75536 1.30580 0.208 0.344 0.421 0.40
H -0.22832 -0.80461 -0.04364 0.992 0.406 -0.309 0.18
H -1.41172 0.66724 -1.93509 0.257 -0.112 -0.117 0.41
O -2.20512 -0.07051 -1.29367 0.131 0.002 0.038 -0.71
H -0.53849 1.45185 -3.34383 -0.424 -0.602 1.369 0.24
H -3.04694 0.14127 -1.70527 -0.269 -0.052 0.005 0.25
O -0.51606 1.17521 -2.39262 0.559 0.573 -1.017 -0.67

---

No. 7
20
Properties=species:S:1:pos:R:3:forces:R:3:mulliken_charge:R:1 method="wB97M-V/def2-TZVPD" relative_energy_kj_mol=296.07 smiles="C=C/C(O)=C/C.O.O" homo_energy_ev=-8.900 e_lumo_ha=0.025 orbital_gap_ev=9.578
C -0.91796 1.95154 -2.40201 -0.313 -0.454 1.560 -1.10
C -0.21373 1.18184 -1.29549 -0.085 0.222 -0.587 -0.19
C -0.64964 1.09169 -0.04075 -0.353 -1.117 -0.228 0.27
O -1.76742 1.73293 0.46235 -0.095 0.136 -0.081 -0.52
C -0.17551 0.06623 0.94203 0.502 0.483 -1.744 -0.23
C -0.30598 -1.23798 0.71634 1.351 -0.409 2.432 -0.70
H -0.51642 2.95627 -2.38300 -0.506 0.492 -0.274 0.25
H -0.81453 1.53311 -3.37940 0.585 -0.408 -0.569 0.34
H -1.99924 1.86355 -2.21180 0.215 0.782 -0.053 0.29
H 0.72586 0.71628 -1.56469 -0.107 -0.334 0.211 0.38
H -2.50798 1.64609 -0.14800 0.088 0.172 -0.096 0.31
H 0.42379 0.46253 1.74869 -0.482 -0.307 0.686 0.33
H -0.58231 -1.88208 -0.08308 -0.872 0.576 -1.037 0.32
H 0.04446 -1.86583 1.54756 0.059 0.168 -0.216 0.24
H 5.17915 -3.50145 -2.10128 -0.487 0.316 -0.070 0.32
H 5.21099 -2.28258 -3.13136 -0.566 -0.010 0.232 0.32
O 5.69867 -2.99470 -2.72450 1.053 -0.305 -0.161 -0.64
H -2.19650 -1.24541 5.71956 -0.991 0.547 0.033 0.32
H -2.64650 0.25047 5.08948 -0.284 -1.062 0.615 0.32
O -1.98921 -0.44249 5.23936 1.289 0.511 -0.655 -0.64

---

No. 8
20
Properties=species:S:1:pos:R:3:forces:R:3:mulliken_charge:R:1 method="wB97M-V/def2-TZVPD" relative_energy_kj_mol=396.58 total_charge=+1 homo_energy_ev="-13.430 / -13.430" e_lumo_ha="-0.230 / -0.368" spin_multiplicity=2 orbital_gap_ev="7.160 / 3.429"
C 0.65996 1.01950 0.73614 1.619 -0.378 -1.960 -0.35
O 1.18497 1.54338 -0.48693 0.878 2.186 2.197 -0.48
C -0.47585 0.07859 0.32631 0.500 1.133 2.771 -0.67
C -0.17878 -1.14912 -0.43411 1.175 -3.023 -0.476 -0.30
C -0.27788 -2.39630 0.68715 -1.175 -1.136 -3.537 -0.79
C 0.99119 -2.52858 1.55077 -1.775 -0.809 -0.777 0.18
O 1.11493 -3.03076 2.60973 -0.180 0.034 0.516 -0.04
H 0.15529 1.88552 1.11547 0.043 0.238 1.111 0.31
H 1.52561 0.66962 1.42045 -1.448 0.238 -0.877 0.25
H 1.17090 0.97534 -1.20773 -0.048 -1.824 -1.775 0.28
H -1.05780 0.81558 -0.19353 -1.175 -0.293 -0.176 0.36
H -0.79965 -0.18086 1.36385 -1.170 0.206 -1.003 0.27
H 0.89155 -1.05669 -0.96918 -2.343 -0.758 1.052 0.34
H -0.97333 -1.52832 -1.19871 1.436 1.105 1.219 0.29
H -0.53958 -3.44735 0.08113 1.487 2.302 1.715 0.41
H -1.18465 -2.27285 1.27138 0.175 0.139 0.521 0.48
H 1.79312 -2.17636 0.96088 1.991 0.637 -0.529 0.46
H -1.55166 4.68614 -3.83460 3.919 -0.354 -0.412 0.29
H -2.60260 5.15488 -2.96064 -0.851 1.966 3.989 0.29
O -2.44228 4.77874 -3.75360 -3.059 -1.609 -3.569 -0.59